Entry 1:
Computed, not measured: C36H25Cl3FeN9O2S as an isolated structure, with ωB97M-V/def2-TZVPD.

```
77
Properties=species:S:1:pos:R:3:mulliken_charge:R:1
Fe -1.3523 -0.2693 -0.0518 0.05
C -3.6999 -3.0941 2.2406 -0.57
C -3.1395 -2.4896 1.1461 -0.06
N -2.2273 -1.5156 1.3314 0.15
C -1.9049 -1.1175 2.6102 0.07
C -2.6191 -1.6812 3.6503 -0.37
N -3.5058 -2.6337 3.4810 -0.52
C -0.8079 -0.1893 2.7014 0.60
C 0.2213 -0.2913 3.6881 -1.13
C 1.2149 0.7432 3.6978 0.91
C 1.1388 1.7494 2.7659 0.21
C 0.0231 1.8009 1.9357 0.00
N -0.8465 0.8003 1.7911 -0.44
C -0.3471 3.0212 1.1551 0.26
C 0.6174 3.6645 0.3472 -0.37
N 0.2875 4.6743 -0.4687 -0.51
C -0.9536 5.1138 -0.5191 -0.47
C -1.8785 4.5637 0.3609 -0.25
N -1.5820 3.4962 1.0905 -0.60
C 2.2865 0.7294 4.6924 0.37
C 2.6673 2.0489 5.0942 -0.53
C 3.7250 2.2129 5.9868 -0.58
N 4.2971 1.1848 6.5732 -0.53
C 3.9794 -0.0486 6.2328 -0.42
C 2.9177 -0.3396 5.3789 -0.48
H -4.4077 -3.8822 2.2420 0.46
H -3.2685 -2.8691 0.1459 0.29
H -2.3821 -1.4257 4.6680 0.56
H 0.1660 -1.1213 4.4029 0.66
H 1.9015 2.5166 2.6919 0.81
H 1.6949 3.4126 0.2545 0.46
H -1.2235 5.8454 -1.3495 0.38
H -2.8948 4.9117 0.4754 0.51
H 2.1706 2.8876 4.6318 0.54
H 4.1259 3.1836 6.2868 0.37
H 4.6034 -0.7832 6.7579 0.40
H 2.7533 -1.4064 5.0501 0.34
C 2.0319 -5.5861 -3.8387 -1.37
C 2.1322 -4.2706 -3.0920 0.77
C 1.4384 -3.1509 -3.5974 -1.04
C 1.2094 -2.0437 -2.8161 0.21
C 1.8359 -1.8948 -1.5777 0.50
C 2.6067 -2.9620 -1.0591 -0.89
C 2.7714 -4.1206 -1.8403 -0.91
S 1.8622 -0.5406 -0.4402 1.09
O 3.0807 0.2141 -0.7347 -0.68
O 1.6799 -1.1334 0.8644 -0.57
N 0.4908 0.3045 -0.8861 1.02
C 0.5111 1.2197 -1.8798 -0.09
C 1.5267 1.6841 -2.8098 -0.82
C 1.1600 2.4663 -3.9112 -1.11
C -0.1300 2.9989 -4.0382 -0.73
C -1.1657 2.6215 -3.1132 0.99
C -2.5015 3.0094 -3.2293 -0.51
C -3.4575 2.5131 -2.3789 -1.32
C -3.0854 1.6545 -1.3574 -0.46
N -1.8175 1.2451 -1.2121 0.39
C -0.8499 1.7215 -2.0539 0.79
H 2.7384 -5.6301 -4.6615 0.33
H 1.0583 -5.7828 -4.2721 0.34
H 2.3521 -6.4635 -3.2006 0.35
H 0.9935 -3.2510 -4.6129 0.40
H 0.5210 -1.2686 -3.1452 0.45
H 3.0444 -2.9269 -0.0477 0.42
H 3.3681 -4.9529 -1.4779 0.42
H 2.5067 1.2986 -2.5556 0.68
H 1.8600 2.8074 -4.6356 0.49
H -0.4174 3.7082 -4.8619 0.43
H -2.7431 3.8306 -3.9400 0.45
H -4.5045 2.7209 -2.4693 0.56
H -3.7561 1.3120 -0.5706 0.59
Cl -3.4645 -1.9848 -4.8459 -0.06
C -3.5549 -2.7123 -3.2485 0.75
Cl -5.2921 -2.4409 -2.4695 -0.07
Cl -3.0250 -4.3807 -3.2797 -0.01
C -2.7093 -1.8890 -2.3420 0.11
N -2.0558 -1.3478 -1.5318 -0.47
```

As for the relative energy (zero: lowest compared OMol25 entry of this formula, charge and spin): 0.000 eV. Its spin multiplicity is 6. The total charge is +2. The gap between HOMO and LUMO (alpha / beta) is 0.256 / 0.189 Ha. As for the expectation value of S²: 8.813.

Entry 2:
Computed, not measured: C36H25F4N8OS5V as an isolated structure, with ωB97M-V/def2-TZVPD.

```
80
Properties=species:S:1:pos:R:3:mulliken_charge:R:1
V -0.0214 -2.3600 0.4410 0.18
C 2.5008 0.1582 1.3727 -1.65
N 1.0657 -0.1601 1.3857 1.31
C 0.4620 0.0048 2.7195 -1.89
C -0.5944 -1.0226 3.0426 -0.88
N -0.1972 -2.3815 2.6266 1.64
C 1.0408 -2.7927 3.3672 -1.29
C -1.2213 -3.4043 2.8989 -0.06
C -2.1967 -3.2526 3.8596 -0.45
C -3.0986 -4.2946 4.0834 -0.91
C -3.0059 -5.4718 3.3580 -0.70
C -2.0227 -5.6026 2.3837 -0.76
C -1.1386 -4.5681 2.1415 0.74
S 0.0164 -4.6768 0.8288 -0.47
C 0.3007 0.3506 0.2637 -0.33
C 0.8538 0.5109 -0.9578 0.17
C 0.1226 0.7459 -2.1995 -1.80
C -1.0280 0.1644 -2.5796 -0.34
C -1.8381 -0.8223 -1.9100 0.06
C -1.5408 -1.5598 -0.8355 -0.08
S -2.3174 -2.5673 0.2042 -0.35
H 2.6575 1.2360 1.4843 0.34
H 2.9835 -0.1692 0.4590 0.41
H 2.9697 -0.3694 2.2014 0.46
H 0.0420 1.0058 2.8795 0.20
H 1.2976 -0.0816 3.4247 0.78
H -1.5463 -0.7987 2.5621 0.53
H -0.7488 -1.0033 4.1338 0.58
H 0.8687 -2.6232 4.4354 0.29
H 1.9044 -2.2444 3.0122 0.19
H 1.2079 -3.8483 3.1733 0.50
H -2.2786 -2.3416 4.4302 0.38
H -3.8803 -4.1667 4.8265 0.40
H -3.6989 -6.2711 3.5419 0.42
H -1.9598 -6.4983 1.7892 0.47
H 1.9283 0.4734 -1.0332 0.65
H 0.5841 1.4180 -2.9127 0.68
H -1.3988 0.4780 -3.5514 0.48
H -2.8577 -0.9345 -2.2696 0.41
F 2.7808 -1.4467 -2.0222 -0.22
C 2.6818 -1.2596 -3.3589 0.66
C 3.1592 -0.0985 -3.8722 0.18
F 3.6494 0.8117 -3.0264 -0.41
C 3.1756 0.1349 -5.2653 0.25
C 2.7583 -0.9572 -6.0805 0.19
C 2.2423 -2.0950 -5.5459 -0.08
F 1.7998 -3.0536 -6.3579 -0.34
C 2.1085 -2.2666 -4.1518 0.98
C 1.4155 -3.3610 -3.5721 -0.98
C 0.9245 -3.1820 -2.3530 0.84
N 0.5568 -2.8491 -1.3090 -0.04
C 1.1193 -4.5905 -4.2115 -0.19
N 0.9253 -5.6067 -4.7175 -0.57
F 2.8264 -0.8423 -7.4002 -0.32
C 3.5472 1.3822 -5.8139 0.65
C 3.7699 2.5278 -5.0006 -0.01
N 3.9195 3.4868 -4.3736 -0.56
C 3.6582 1.6611 -7.2064 -0.01
N 3.7725 1.9606 -8.3128 -0.52
O 2.4339 -2.7114 0.7012 -0.48
H 2.4277 -3.6791 0.8012 0.34
H 2.8676 -2.5196 -0.1436 0.20
S 0.7491 6.1851 1.3026 -0.35
C -0.1343 4.8283 1.0731 0.14
S 0.5462 3.2960 0.5605 0.02
C -0.9985 2.5692 0.7760 0.57
N -1.9579 3.3406 1.1247 -0.82
N -1.4605 4.6398 1.2647 0.56
C -2.4118 5.5877 1.7936 0.66
C -3.4433 5.0872 2.5830 -0.37
C -4.3467 5.9756 3.1464 -0.54
C -4.2241 7.3453 2.9223 -0.48
C -3.2035 7.8164 2.1141 -0.59
C -2.2919 6.9429 1.5329 -0.59
S -1.3597 0.8609 0.5643 0.03
H -3.5421 4.0258 2.7745 0.40
H -5.1455 5.5823 3.7591 0.36
H -4.9142 8.0279 3.3959 0.39
H -3.0958 8.8793 1.9214 0.36
H -1.5019 7.3047 0.9024 0.37
```

As for the relative energy (zero: lowest compared OMol25 entry of this formula, charge and spin): 0.000 eV. Its spin multiplicity is 3. The total charge is 0. The gap between HOMO and LUMO (alpha / beta) is 0.212 / 0.200 Ha. As for the expectation value of S²: 2.289.

Entry 3:
Computed, not measured: a 5-piece molecular cluster, C36H26ClF3O20 overall, with ωB97M-V/def2-TZVPD.

```
86
Properties=species:S:1:pos:R:3:mulliken_charge:R:1
O 2.8955 -5.1817 4.0478 -0.54
C 2.2028 -4.4122 3.4739 -0.26
C 0.8788 -4.7358 2.8328 -0.53
C 0.5312 -4.0254 1.7792 0.92
C -0.8240 -4.2842 1.1263 -0.86
C -1.3235 -3.0555 0.2985 -0.46
O -2.7336 -2.9323 0.4461 -0.41
C -3.1216 -1.8120 1.1953 -0.29
C -3.4087 -2.1360 2.6767 0.62
F -2.3481 -1.9268 3.4612 -0.11
F -4.3797 -1.3235 3.1040 -0.30
F -3.8216 -3.3764 2.8655 -0.28
C 1.4803 -2.9680 1.2777 0.29
O 1.5746 -2.6881 0.1341 -0.57
C 2.2795 -2.2445 2.3380 0.07
C 2.5939 -0.7798 2.1191 -0.49
C 1.6810 0.0804 2.9982 0.66
O 1.9925 0.3948 4.0602 -0.55
Cl 0.1097 0.5865 2.2991 -0.16
C 2.6303 -2.9524 3.3842 0.04
H 0.2209 -5.5125 3.2203 0.52
H -0.8346 -5.2079 0.5354 0.29
H -1.5517 -4.3852 1.9434 0.26
H -1.0740 -3.1999 -0.7626 0.40
H -0.7909 -2.1507 0.6216 0.37
H -4.0889 -1.4822 0.7883 0.28
H -2.4517 -0.9484 1.1213 0.20
H 2.4830 -0.4973 1.0656 -0.01
H 3.6148 -0.6017 2.4726 0.49
H 3.2179 -2.4870 4.1765 0.49
C -0.9862 -2.3370 7.0391 -0.83
C -0.3075 -1.2429 6.6721 0.19
C -0.6018 0.1004 7.2697 0.99
O 0.0564 1.0592 6.9158 -0.62
C -1.6769 0.1932 8.2533 -1.00
C -2.3558 -0.9005 8.6157 0.32
C -2.0435 -2.2467 8.0383 0.99
O -2.6822 -3.2108 8.4190 -0.63
O -3.3473 -0.8567 9.5104 -0.57
O 0.6642 -1.2878 5.7586 -0.41
H -0.7822 -3.3112 6.6171 0.47
H -1.8921 1.1692 8.6650 0.42
H -3.6682 -1.7757 9.5942 0.36
H 0.9969 -0.3689 5.6725 0.31
C -3.8128 -1.2046 -2.9087 -1.10
C -3.9578 -1.4047 -4.2242 0.38
C -2.9239 -0.9452 -5.2079 0.80
O -3.0979 -1.1700 -6.3902 -0.62
C -1.7526 -0.2419 -4.6950 -0.53
C -1.6105 -0.0396 -3.3810 0.12
C -2.6322 -0.5230 -2.3969 1.06
O -2.4415 -0.3270 -1.2094 -0.56
O -0.5536 0.6020 -2.8722 -0.45
O -5.0242 -2.0223 -4.7331 -0.58
H -4.5500 -1.5337 -2.1897 0.43
H -1.0221 0.1000 -5.4146 0.49
H -0.6909 0.6143 -1.9051 0.25
H -4.8847 -2.0401 -5.7002 0.35
C 3.5441 1.8378 -3.5825 -0.82
C 3.1513 1.1060 -2.5367 0.31
C 3.5064 1.4891 -1.1345 0.87
O 3.0973 0.7921 -0.2211 -0.35
C 4.3250 2.6757 -0.9291 -1.21
C 4.7224 3.4081 -1.9775 0.36
C 4.3421 3.0405 -3.3812 0.99
O 4.7131 3.7522 -4.2961 -0.65
O 5.4726 4.5003 -1.8340 -0.57
O 2.4192 -0.0042 -2.6861 -0.51
H 3.2921 1.5731 -4.5965 0.48
H 4.5885 2.9312 0.0878 0.46
H 5.6183 4.8438 -2.7374 0.35
H 2.2647 -0.3510 -1.7860 0.21
C -1.0033 5.4016 -5.6544 -1.06
C -0.1828 6.2684 -6.2593 0.36
C 1.2280 5.9026 -6.6083 0.91
O 1.9243 6.7234 -7.1743 -0.61
C 1.7026 4.5705 -6.2451 -0.80
C 0.8821 3.7068 -5.6378 0.32
C -0.5357 4.0630 -5.3128 0.94
O -1.2418 3.2297 -4.7754 -0.46
O 1.2795 2.4782 -5.2865 -0.46
O -0.5716 7.5027 -6.5863 -0.56
H -2.0232 5.6533 -5.3996 0.44
H 2.7277 4.3232 -6.4853 0.47
H 0.5011 2.0584 -4.8667 0.16
H 0.2028 7.9213 -7.0104 0.36
```

As for the SMILES: O=C1C=C(CCOCC(F)(F)F)C(=O)C(CC(=O)Cl)=C1.O=C1C=C(O)C(=O)C=C1O.O=C1C=C(O)C(=O)C=C1O.O=C1C=C(O)C(=O)C=C1O.O=C1C=C(O)C(=O)C=C1O. The total charge is 0. The gap between HOMO and LUMO is 0.283 Ha.